# 1
The following is a quantum chemistry calculation of a 10-piece molecular cluster, C60H150N10O20 overall, from OMol25.

```
240
Properties=species:S:1:pos:R:3
C 33.233 8.300 -24.996
O 33.520 9.457 -24.183
C 32.678 9.515 -23.033
C 33.534 10.066 -21.941
N 32.821 10.367 -20.649
C 31.551 9.568 -20.400
C 30.872 10.095 -19.086
O 30.431 11.408 -19.198
C 29.690 11.881 -18.025
H 33.508 7.387 -24.467
H 33.942 8.318 -25.824
H 32.227 8.273 -25.415
H 32.416 8.588 -22.523
H 31.716 9.970 -23.268
H 34.211 10.875 -22.216
H 34.120 9.185 -21.680
H 32.644 11.354 -20.526
H 31.780 8.505 -20.325
H 30.758 9.657 -21.144
H 31.452 9.958 -18.174
H 30.037 9.396 -19.037
H 29.098 12.796 -18.024
H 30.306 11.851 -17.126
H 28.881 11.240 -17.676
C 26.640 9.570 -16.947
O 25.276 10.081 -16.899
C 24.374 9.399 -15.963
C 22.997 9.503 -16.474
N 21.932 8.917 -15.740
C 20.646 9.255 -16.320
C 20.338 8.529 -17.680
O 20.321 7.168 -17.411
C 21.128 6.370 -18.290
H 26.861 9.140 -17.925
H 26.720 8.649 -16.369
H 27.351 10.328 -16.618
H 24.452 9.692 -14.916
H 24.624 8.339 -16.000
H 22.961 9.003 -17.442
H 22.943 10.591 -16.509
H 22.198 7.950 -15.858
H 20.710 10.332 -16.472
H 19.796 8.951 -15.709
H 20.943 8.826 -18.537
H 19.322 8.848 -17.914
H 20.390 6.195 -19.073
H 21.193 5.365 -17.873
H 22.092 6.806 -18.551
C 40.340 10.257 -5.848
O 39.022 10.444 -6.414
C 38.433 11.645 -5.923
C 36.983 11.506 -5.942
N 36.589 11.188 -7.316
C 35.057 11.157 -7.458
C 34.601 11.151 -8.903
O 34.429 12.471 -9.427
C 34.517 12.615 -10.813
H 40.265 9.660 -4.940
H 40.866 11.178 -5.595
H 40.907 9.581 -6.488
H 38.683 12.467 -6.595
H 38.848 12.194 -5.078
H 36.601 12.510 -5.753
H 36.522 10.768 -5.286
H 37.024 10.408 -7.787
H 34.671 11.898 -6.757
H 34.837 10.182 -7.024
H 33.687 10.602 -9.128
H 35.308 10.592 -9.515
H 34.894 13.606 -11.064
H 33.502 12.424 -11.163
H 35.125 11.979 -11.456
C 28.661 17.818 -12.581
O 29.338 16.992 -13.522
C 29.787 17.447 -14.786
C 28.466 17.437 -15.690
N 28.463 17.826 -17.091
C 29.133 16.790 -17.876
C 29.157 17.137 -19.330
O 29.861 18.341 -19.511
C 29.962 18.691 -20.877
H 27.838 17.271 -12.120
H 28.296 18.729 -13.056
H 29.407 18.085 -11.833
H 30.513 16.782 -15.255
H 30.231 18.442 -14.769
H 27.693 17.996 -15.164
H 28.207 16.413 -15.418
H 28.855 18.756 -17.142
H 28.514 15.897 -17.958
H 30.129 16.574 -17.490
H 28.159 17.266 -19.748
H 29.632 16.331 -19.890
H 30.286 19.730 -20.822
H 28.981 18.739 -21.349
H 30.684 18.185 -21.518
C 31.082 13.085 -8.509
O 30.019 13.081 -9.593
C 28.953 12.177 -9.503
C 27.967 12.038 -10.795
N 28.601 11.376 -11.909
C 29.599 12.197 -12.655
C 29.815 11.529 -14.011
O 28.702 11.772 -14.905
C 28.318 13.129 -15.130
H 31.550 12.111 -8.370
H 30.602 13.482 -7.615
H 31.828 13.849 -8.729
H 28.342 12.441 -8.640
H 29.395 11.213 -9.247
H 27.641 13.055 -11.013
H 27.029 11.494 -10.681
H 27.884 11.258 -12.611
H 30.623 11.995 -12.343
H 29.370 13.251 -12.493
H 30.064 10.469 -13.966
H 30.712 12.075 -14.305
H 28.944 13.701 -15.815
H 28.016 13.664 -14.229
H 27.315 13.014 -15.542
C 22.188 2.275 -8.390
O 22.423 2.732 -9.786
C 22.691 4.158 -9.996
C 24.010 4.563 -9.284
N 24.518 5.906 -9.685
C 23.931 7.015 -8.921
C 24.779 8.275 -9.260
O 26.231 8.010 -9.054
C 26.971 9.075 -9.626
H 21.742 1.282 -8.454
H 21.441 2.973 -8.013
H 23.071 2.176 -7.760
H 21.908 4.727 -9.495
H 22.716 4.300 -11.077
H 24.807 3.964 -9.727
H 24.169 4.186 -8.274
H 25.509 6.064 -9.574
H 23.951 6.896 -7.838
H 22.920 7.347 -9.159
H 24.370 9.134 -8.728
H 24.568 8.523 -10.300
H 26.802 9.901 -8.936
H 26.437 9.427 -10.509
H 28.054 8.985 -9.706
C 33.955 13.486 -4.326
O 34.834 14.464 -4.921
C 34.699 14.645 -6.332
C 35.993 15.051 -7.020
N 35.938 16.362 -7.584
C 37.218 17.056 -7.698
C 38.293 16.573 -8.726
O 39.531 16.181 -8.101
C 40.555 16.011 -9.024
H 34.201 13.328 -3.276
H 33.880 12.458 -4.681
H 32.952 13.913 -4.341
H 34.039 15.509 -6.404
H 34.183 13.883 -6.916
H 36.264 14.250 -7.707
H 36.648 15.160 -6.156
H 35.567 16.240 -8.516
H 37.661 17.205 -6.713
H 36.975 18.070 -8.015
H 38.540 17.365 -9.432
H 38.023 15.662 -9.259
H 40.822 16.907 -9.586
H 40.213 15.242 -9.716
H 41.452 15.621 -8.544
C 33.191 10.671 -14.111
O 32.553 10.828 -12.794
C 32.717 9.628 -12.154
C 31.754 9.616 -10.857
N 32.079 8.489 -9.969
C 31.030 8.287 -9.024
C 31.550 7.833 -7.756
O 31.987 8.895 -6.923
C 32.774 8.461 -5.729
H 33.001 11.577 -14.686
H 32.768 9.910 -14.767
H 34.263 10.483 -14.164
H 33.760 9.422 -11.912
H 32.317 8.846 -12.800
H 30.784 9.413 -11.311
H 31.763 10.584 -10.355
H 32.145 7.616 -10.473
H 30.328 7.549 -9.412
H 30.513 9.235 -8.873
H 32.450 7.220 -7.711
H 30.730 7.224 -7.375
H 32.079 8.264 -4.913
H 33.443 9.289 -5.494
H 33.295 7.507 -5.805
C 30.996 11.768 -5.191
O 29.863 12.708 -4.881
C 29.154 12.508 -3.712
C 27.915 13.405 -3.732
N 26.752 12.887 -2.965
C 27.003 12.657 -1.573
C 26.646 13.938 -0.791
O 27.157 13.785 0.540
C 27.192 15.071 1.287
H 30.455 10.982 -5.717
H 31.378 11.372 -4.249
H 31.745 12.304 -5.774
H 29.885 12.797 -2.957
H 28.805 11.482 -3.590
H 27.577 13.627 -4.744
H 28.313 14.371 -3.421
H 26.429 12.033 -3.397
H 28.046 12.635 -1.255
H 26.454 11.809 -1.165
H 25.591 14.192 -0.891
H 27.149 14.764 -1.294
H 26.200 15.523 1.298
H 27.955 15.675 0.796
H 27.550 14.938 2.308
C 20.975 17.553 -3.806
O 22.415 17.721 -3.761
C 22.891 18.748 -4.574
C 24.498 18.660 -4.566
N 24.836 18.057 -5.859
C 26.267 17.552 -5.837
C 26.557 16.972 -7.272
O 27.917 16.597 -7.394
C 28.231 16.159 -8.702
H 20.689 17.753 -4.839
H 20.515 18.326 -3.190
H 20.715 16.500 -3.698
H 22.505 19.766 -4.636
H 22.511 18.558 -5.578
H 24.826 18.112 -3.683
H 24.796 19.708 -4.596
H 24.794 18.763 -6.580
H 26.516 16.830 -5.060
H 26.923 18.412 -5.698
H 26.174 17.654 -8.031
H 25.982 16.050 -7.186
H 29.302 16.134 -8.500
H 28.112 16.842 -9.543
H 28.020 15.140 -9.024
```

Max |F|   3.726 eV Å⁻¹
SMILES   COCCNCCOC.COCCNCCOC.COCCNCCOC.COCCNCCOC.COCCNCCOC.COCCNCCOC.COCCNCCOC.COCCNCCOC.COCCNCCOC.COCCNCCOC
Calculated total energy   -4427.4881 Eh
Orbital gap   0.321 Ha
LUMO level   0.018 hartree
Relative energy (zero: lowest compared OMol25 entry of this formula, charge and spin)   1238.1 kJ/mol
HOMO level   -8.25 eV



# 2
The following is a quantum chemistry calculation of a 12-piece molecular cluster, C60H150N6O24 overall, from OMol25.

```
240
Properties=species:S:1:pos:R:3
C -2.540 -27.194 -19.012
O -3.701 -28.023 -18.813
C -3.392 -29.287 -18.329
C -4.628 -30.153 -18.166
O -5.118 -30.588 -19.447
C -6.377 -31.190 -19.232
H -1.943 -27.120 -18.077
H -2.894 -26.216 -19.326
H -1.824 -27.609 -19.713
H -2.881 -29.241 -17.375
H -2.682 -29.776 -18.985
H -5.381 -29.489 -17.714
H -4.485 -30.940 -17.431
H -6.727 -31.490 -20.226
H -7.080 -30.460 -18.757
H -6.346 -32.059 -18.546
C -13.403 -30.852 -20.922
O -13.576 -32.214 -21.210
C -13.755 -33.095 -20.123
C -12.362 -33.580 -19.693
O -11.699 -32.573 -18.947
C -10.547 -32.957 -18.241
H -14.152 -30.515 -20.191
H -13.514 -30.253 -21.833
H -12.359 -30.755 -20.583
H -14.318 -33.924 -20.581
H -14.296 -32.661 -19.259
H -11.762 -33.751 -20.578
H -12.449 -34.525 -19.150
H -10.100 -32.128 -17.709
H -9.824 -33.409 -18.957
H -10.765 -33.738 -17.502
C -7.934 -31.976 -15.622
O -7.875 -30.614 -15.276
C -9.017 -29.986 -15.845
C -9.162 -28.635 -15.254
O -9.686 -28.669 -13.926
C -9.706 -27.355 -13.408
H -8.905 -32.367 -15.326
H -7.163 -32.561 -15.145
H -7.851 -32.101 -16.701
H -9.925 -30.556 -15.631
H -8.940 -29.865 -16.961
H -9.846 -28.034 -15.849
H -8.211 -28.081 -15.246
H -8.680 -26.995 -13.202
H -10.281 -27.422 -12.476
H -10.163 -26.665 -14.111
C -12.186 -24.488 -11.907
O -12.450 -25.831 -12.301
C -12.772 -25.845 -13.708
C -13.015 -27.321 -14.100
O -14.280 -27.793 -13.617
C -14.400 -29.194 -13.823
H -13.055 -23.842 -12.062
H -11.345 -24.107 -12.526
H -12.035 -24.496 -10.841
H -11.940 -25.431 -14.309
H -13.671 -25.216 -13.862
H -12.217 -27.847 -13.540
H -12.941 -27.495 -15.177
H -14.151 -29.447 -14.885
H -15.404 -29.503 -13.637
H -13.732 -29.723 -13.100
C -8.596 -27.886 -23.318
O -9.321 -28.431 -24.407
C -8.542 -29.376 -25.119
C -9.480 -30.410 -25.677
O -10.441 -29.929 -26.582
C -11.709 -29.628 -26.061
H -8.295 -28.660 -22.594
H -9.265 -27.191 -22.819
H -7.686 -27.391 -23.696
H -7.891 -29.838 -24.371
H -7.934 -28.936 -25.905
H -10.035 -30.942 -24.916
H -8.874 -31.179 -26.204
H -12.108 -30.568 -25.659
H -12.333 -29.269 -26.862
H -11.605 -28.827 -25.320
C -7.793 -27.749 -19.490
O -8.979 -28.024 -18.737
C -10.140 -28.007 -19.542
C -11.435 -28.158 -18.685
O -11.589 -27.218 -17.660
C -12.045 -25.963 -18.208
H -7.885 -26.763 -19.948
H -7.707 -28.520 -20.237
H -6.979 -27.794 -18.785
H -10.098 -28.880 -20.222
H -10.229 -27.032 -20.066
H -11.515 -29.145 -18.243
H -12.291 -28.043 -19.366
H -11.347 -25.647 -18.988
H -12.013 -25.297 -17.360
H -13.081 -26.028 -18.517
C -5.017 -29.234 -22.485
O -3.771 -29.212 -23.105
C -2.742 -29.212 -22.095
C -1.408 -29.380 -22.876
N -0.304 -28.713 -22.029
C 0.092 -29.475 -20.812
C 0.845 -30.776 -21.189
O 1.145 -31.449 -19.989
C 1.927 -32.611 -20.158
H -5.688 -28.843 -23.261
H -5.099 -28.562 -21.618
H -5.346 -30.250 -22.165
H -2.890 -30.060 -21.428
H -2.803 -28.293 -21.502
H -1.469 -28.776 -23.787
H -1.197 -30.437 -23.043
H 0.509 -28.486 -22.598
H -0.793 -29.730 -20.212
H 0.724 -28.829 -20.171
H 1.797 -30.501 -21.677
H 0.336 -31.386 -21.973
H 1.458 -33.336 -20.817
H 2.206 -32.985 -19.149
H 2.870 -32.380 -20.684
C -16.458 -22.973 -19.311
O -16.481 -24.338 -19.370
C -15.356 -24.846 -20.099
C -15.637 -26.320 -20.154
N -16.264 -26.572 -21.431
C -17.617 -26.035 -21.552
C -18.270 -26.539 -22.859
O -18.382 -27.914 -22.990
C -19.474 -28.560 -22.290
H -15.568 -22.545 -18.841
H -17.307 -22.642 -18.723
H -16.433 -22.521 -20.298
H -14.414 -24.697 -19.540
H -15.281 -24.387 -21.092
H -16.119 -26.701 -19.234
H -14.692 -26.838 -20.320
H -16.276 -27.577 -21.589
H -17.564 -24.944 -21.635
H -18.232 -26.312 -20.693
H -17.765 -26.100 -23.738
H -19.272 -26.109 -22.745
H -19.419 -29.602 -22.529
H -20.402 -28.106 -22.645
H -19.340 -28.421 -21.227
C -8.640 -25.088 -17.671
O -9.155 -23.879 -17.204
C -9.714 -23.952 -15.893
C -8.823 -23.408 -14.788
N -7.774 -24.355 -14.514
C -6.749 -23.779 -13.700
C -5.615 -24.829 -13.607
O -5.004 -24.955 -14.899
C -4.355 -26.219 -15.068
H -8.578 -24.997 -18.753
H -9.293 -25.917 -17.400
H -7.665 -25.249 -17.187
H -9.962 -25.021 -15.771
H -10.593 -23.305 -15.892
H -9.401 -23.303 -13.864
H -8.472 -22.427 -15.051
H -7.259 -24.591 -15.377
H -7.144 -23.463 -12.735
H -6.335 -22.836 -14.132
H -6.032 -25.775 -13.309
H -4.903 -24.476 -12.858
H -4.149 -26.321 -16.144
H -4.971 -27.027 -14.662
H -3.459 -26.292 -14.405
C -4.488 -21.916 -16.793
O -5.502 -20.934 -16.764
C -6.730 -21.363 -17.108
C -6.958 -21.212 -18.665
N -8.296 -21.585 -19.023
C -8.606 -21.448 -20.441
C -10.085 -21.603 -20.758
O -10.503 -22.933 -20.621
C -11.867 -23.041 -20.935
H -3.581 -21.373 -16.541
H -4.437 -22.379 -17.803
H -4.677 -22.719 -16.079
H -7.466 -20.868 -16.492
H -6.744 -22.472 -16.914
H -6.252 -21.897 -19.154
H -6.769 -20.188 -19.045
H -8.517 -22.513 -18.737
H -7.945 -22.071 -21.028
H -8.375 -20.421 -20.704
H -10.155 -21.308 -21.818
H -10.627 -20.902 -20.103
H -12.132 -24.083 -20.854
H -12.095 -22.637 -21.937
H -12.510 -22.432 -20.283
C -5.443 -24.892 -19.303
O -6.294 -24.562 -20.375
C -5.919 -25.187 -21.607
C -6.763 -24.471 -22.709
N -8.178 -24.670 -22.414
C -9.057 -24.060 -23.438
C -9.441 -25.075 -24.535
O -10.020 -24.241 -25.567
C -10.094 -24.901 -26.798
H -5.378 -25.984 -19.207
H -5.896 -24.463 -18.406
H -4.419 -24.528 -19.480
H -6.200 -26.266 -21.634
H -4.832 -25.098 -21.802
H -6.550 -25.013 -23.628
H -6.457 -23.435 -22.829
H -8.325 -24.133 -21.581
H -8.604 -23.185 -23.919
H -9.975 -23.723 -22.983
H -10.199 -25.805 -24.262
H -8.571 -25.510 -25.004
H -10.844 -25.691 -26.770
H -9.145 -25.348 -27.118
H -10.397 -24.122 -27.494
C -13.343 -13.066 -18.783
O -13.456 -14.365 -18.228
C -12.331 -15.205 -18.408
C -12.683 -16.570 -17.838
N -13.926 -17.055 -18.385
C -14.377 -18.329 -17.860
C -13.299 -19.362 -17.979
O -13.851 -20.661 -17.684
C -12.805 -21.525 -17.292
H -14.306 -12.582 -18.630
H -13.183 -13.076 -19.871
H -12.615 -12.444 -18.254
H -11.483 -14.776 -17.852
H -12.154 -15.293 -19.488
H -12.731 -16.484 -16.751
H -11.879 -17.272 -18.055
H -14.632 -16.341 -18.250
H -15.293 -18.607 -18.334
H -14.559 -18.238 -16.774
H -12.561 -19.150 -17.232
H -12.772 -19.336 -18.918
H -13.292 -22.481 -17.103
H -12.343 -21.226 -16.344
H -11.984 -21.625 -17.995
```

Max |F|   3.034 eV Å⁻¹
SMILES   COCCNCCOC.COCCNCCOC.COCCNCCOC.COCCNCCOC.COCCNCCOC.COCCNCCOC.COCCOC.COCCOC.COCCOC.COCCOC.COCCOC.COCCOC
Calculated total energy   -4509.7429 Eh
Orbital gap   0.326 Ha
LUMO level   0.019 hartree
Relative energy (zero: lowest compared OMol25 entry of this formula, charge and spin)   0.0 kJ/mol
HOMO level   -8.36 eV